# 1
20
Properties=species:S:1:pos:R:3 method="wB97M-V/def2-TZVPD" gap_ev=8.3 e_above_lowest_ev=3.895 charge=+1 homo_ev=-12.5172 fmax_ev_per_a=4.89
H 0.89 -0.92 3.03
S 0.99 1.92 -2.66
H 0.87 1.09 0.77
N 0.32 -0.19 2.54
H -2.26 -1.39 0.69
C -0.38 -0.03 -1.28
H -0.18 -1.78 0.15
H 1.69 -0.47 0.79
N -1.68 -0.45 0.79
H -2.10 0.32 0.24
H 0.61 -0.33 -3.22
H -1.56 0.00 1.71
C -0.34 -0.69 0.14
C 0.80 0.13 -2.26
C 0.74 -0.01 1.07
H 1.75 -0.40 -2.02
H -1.25 -0.37 -1.87
H 0.44 0.66 3.11
H -0.65 1.04 -0.99
H 1.30 1.90 -0.73

# 2
20
Properties=species:S:1:pos:R:3 method="wB97M-V/def2-TZVPD" gap_ev="11.5 / 6.7" e_above_lowest_ev=0.076 spin_multiplicity=2 charge=+2 homo_ev="-18.4719 / -18.4721" fmax_ev_per_a=1.65
S 2.66 -1.49 1.38
C -1.70 2.86 -0.03
H -2.03 3.32 0.90
H 0.19 -1.13 1.73
H 3.02 -2.52 -0.79
H -1.02 -1.21 0.11
H 2.97 -0.74 -0.90
H -0.95 1.18 1.06
H 0.83 -0.46 0.17
N -1.78 -0.82 -0.39
H -2.23 -1.41 -1.06
H 0.65 -2.21 0.37
C 3.37 -1.58 -0.34
N -1.47 1.44 0.24
H 4.47 -1.51 -0.37
H -2.51 2.91 -0.77
H -2.65 0.81 -1.30
C 0.91 -1.28 0.90
C -1.95 0.49 -0.54
H -0.78 3.35 -0.40

Repeat the first record exactly.
20
Properties=species:S:1:pos:R:3 method="wB97M-V/def2-TZVPD" gap_ev=8.3 e_above_lowest_ev=3.895 charge=+1 homo_ev=-12.5172 fmax_ev_per_a=4.89
H 0.89 -0.92 3.03
S 0.99 1.92 -2.66
H 0.87 1.09 0.77
N 0.32 -0.19 2.54
H -2.26 -1.39 0.69
C -0.38 -0.03 -1.28
H -0.18 -1.78 0.15
H 1.69 -0.47 0.79
N -1.68 -0.45 0.79
H -2.10 0.32 0.24
H 0.61 -0.33 -3.22
H -1.56 0.00 1.71
C -0.34 -0.69 0.14
C 0.80 0.13 -2.26
C 0.74 -0.01 1.07
H 1.75 -0.40 -2.02
H -1.25 -0.37 -1.87
H 0.44 0.66 3.11
H -0.65 1.04 -0.99
H 1.30 1.90 -0.73